Formula: C3H5FO
Source: the Open Molecules 2025 dataset
Level of theory: ωB97M-V/def2-TZVPD

Computed properties:
Energy: -292.3031 a.u.
Relative energy (zero: lowest compared OMol25 entry of this formula, charge and spin): 244.7 kJ/mol
HOMO-LUMO gap: 10.9 eV

```
! wB97M-V def2-TZVPD RIJCOSX def2/J DEFGRID3
* xyz 0 1
C -0.25 0.27 -0.19
C -1.02 -0.53 0.84
C 1.17 0.03 -0.68
O -0.44 1.20 0.84
F -2.33 -0.56 0.62
H -0.94 0.29 -0.97
H -0.48 -0.85 1.79
H 1.17 0.89 -1.43
H 1.29 -0.99 -1.04
H 1.84 0.24 0.20
*
```